Record 1
The following is a DFT calculation (ωB97M-V/def2-TZVPD) of a molecular structure, C22H20ClN3OS3Tc.

Summary:
total charge = 0
max |F| = 2.331 eV Å⁻¹
HOMO level (alpha / beta) = -8.0 / -8.0 eV
2S+1 = 2
<S²> = 0.7736

Each line ends with the Löwdin spin population.
Element x y z (Å)
Tc 0.045 0.271 -0.124  0.972
C 0.611 3.780 0.541  -0.001
C 0.548 2.554 1.396  -0.004
N -0.590 1.939 1.526  -0.006
N -0.879 1.207 2.598  -0.016
C -1.483 0.084 2.534  0.005
S -1.811 -0.780 1.049  -0.022
S -2.016 -0.662 4.026  0.008
C -0.692 -0.130 5.195  0.000
C 0.168 -1.296 5.569  0.000
C 0.170 -1.790 6.868  0.000
C 0.991 -2.848 7.216  0.000
C 1.814 -3.429 6.266  0.000
C 1.790 -2.966 4.959  0.000
C 0.972 -1.907 4.614  0.000
C 1.740 2.090 2.104  -0.003
C 2.643 2.928 2.740  0.000
C 3.743 2.418 3.405  -0.005
C 3.945 1.045 3.448  0.001
C 3.095 0.193 2.782  -0.004
C 1.994 0.685 2.061  0.006
O 1.261 -0.113 1.344  0.042
H -0.221 3.816 -0.160  0.000
H 1.548 3.823 -0.010  0.000
H 0.549 4.654 1.192  0.000
H -1.186 0.293 6.067  0.000
H -0.126 0.646 4.680  0.000
H -0.471 -1.340 7.613  0.000
H 0.991 -3.216 8.233  0.000
H 2.473 -4.238 6.544  0.000
H 2.414 -3.433 4.211  0.000
H 0.945 -1.550 3.593  0.000
H 2.466 3.992 2.742  0.000
H 4.444 3.085 3.880  0.000
H 4.783 0.633 3.990  0.000
H 3.270 -0.871 2.768  0.000
S 1.573 1.511 -1.656  -0.013
C 0.030 1.772 -2.387  0.015
C -0.239 2.563 -3.497  -0.002
C -1.549 2.667 -3.918  0.014
C -2.541 1.960 -3.243  0.000
C -2.201 1.192 -2.146  0.012
N -0.941 1.107 -1.712  0.013
H 0.572 3.078 -3.983  -0.001
H -1.802 3.284 -4.765  0.001
H -3.565 2.017 -3.569  0.000
H -2.931 0.628 -1.579  0.000
Cl 0.313 -1.516 -2.879  0.007
C 0.387 -1.609 -1.119  -0.018
H 1.394 -1.955 -0.882  0.002
H -0.323 -2.387 -0.828  -0.001


Record 2
The following is a DFT calculation (ωB97M-V/def2-TZVPD) of a molecular structure, C22H20F11GaN5O5S2Sb.

Summary:
relative energy (zero: lowest compared OMol25 entry of this formula, charge and spin) = 7.9 kJ/mol
total charge = +1
max |F| = 0.365 eV Å⁻¹
HOMO level (alpha / beta) = -11.5 / -11.5 eV
2S+1 = 2
<S²> = 0.7551

Each line ends with the Löwdin spin population.
Element x y z (Å)
Ga 0.801 -1.119 -0.437  0.000
N 1.483 0.791 0.036  0.000
C 1.346 1.589 0.870  0.000
N 1.232 2.495 1.784  0.000
C 0.127 2.466 2.765  0.000
C -0.809 3.619 2.452  0.000
O -0.101 4.843 2.462  0.000
C 0.905 4.879 1.469  0.000
C 1.937 3.791 1.706  0.000
H 0.569 2.596 3.752  0.000
H -0.369 1.497 2.731  0.000
H -1.585 3.693 3.212  0.000
H -1.282 3.467 1.471  0.000
H 1.372 5.860 1.525  0.000
H 0.454 4.755 0.475  0.000
H 2.441 3.940 2.661  0.000
H 2.679 3.756 0.910  0.000
F 2.680 -3.128 7.566  0.000
C 2.043 -2.926 6.424  0.000
C 2.000 -1.655 5.874  0.000
F 2.603 -0.641 6.488  0.000
C 1.319 -1.451 4.691  0.000
F 1.275 -0.207 4.195  0.000
C 0.685 -2.491 4.029  0.000
S -0.138 -2.248 2.494  0.000
C 0.756 -3.760 4.589  0.000
F 0.178 -4.790 3.984  0.000
C 1.422 -3.983 5.781  0.000
F 1.473 -5.200 6.307  0.000
O 2.343 -1.545 1.871  0.000
C 1.230 -1.689 1.463  0.000
F 0.289 -3.155 -0.930  0.000
Sb 2.063 -4.028 -1.266  0.000
F 2.179 -4.261 0.570  0.000
F 1.209 -5.660 -1.482  0.000
F 3.831 -4.458 -1.594  0.000
F 1.754 -3.607 -3.069  0.000
F 2.581 -2.131 -1.038  0.000
C -0.058 -1.843 -5.735  0.000
N 0.471 -1.234 -4.519  0.000
C 1.617 -0.478 -4.417  0.000
C 1.788 -0.214 -3.102  0.000
N 0.751 -0.797 -2.399  0.000
C -0.010 -1.413 -3.292  0.000
H 0.360 -1.328 -6.594  0.000
H -1.141 -1.749 -5.752  0.000
H 0.224 -2.893 -5.770  0.000
H 2.203 -0.210 -5.277  0.000
H 2.568 0.337 -2.608  0.000
H -0.882 -2.007 -3.085  0.000
N -1.332 -0.729 -0.419  0.002
C -2.024 0.328 -1.161  0.010
C -3.360 0.148 -1.488  -0.002
C -4.075 1.144 -2.134  0.012
C -3.430 2.331 -2.451  0.003
C -2.084 2.501 -2.162  0.011
C -1.380 1.501 -1.513  -0.001
S -5.182 3.429 -4.178  0.373
O -4.048 3.445 -2.992  0.133
O -5.849 4.684 -4.019  0.232
O -5.878 2.171 -4.173  0.222
H -1.684 -1.627 -0.751  0.000
H -1.630 -0.689 0.557  0.000
H -3.866 -0.774 -1.226  0.000
H -5.114 0.995 -2.380  0.003
H -1.602 3.428 -2.443  0.001
H -0.327 1.636 -1.309  0.000


Record 3
The following is a DFT calculation (ωB97M-V/def2-TZVPD) of a molecular structure, C22H20F3N2O13PS.

Summary:
total charge = 0
max |F| = 0.690 eV Å⁻¹
HOMO level = -8.5 eV

Each line ends with the Löwdin charge.
Element x y z (Å)
O 2.536 0.118 -2.822  0.066
C 1.211 -0.226 -2.816  -0.216
C 0.480 -0.258 -1.673  -0.112
C 1.079 0.140 -0.350  -0.130
O 1.776 -0.907 0.318  -0.040
C 1.013 -2.055 0.453  -0.300
C 1.305 -3.157 -0.333  -0.002
C 0.520 -4.294 -0.213  -0.086
C -0.549 -4.324 0.669  -0.085
C -0.826 -3.222 1.462  -0.072
C -0.040 -2.084 1.350  -0.024
C -0.903 -0.658 -1.727  -0.035
C -1.559 -1.032 -2.860  -0.273
P -3.308 -1.573 -2.681  0.833
O -3.842 -0.268 -1.842  -0.297
O -3.860 -1.370 -4.197  -0.302
C -0.800 -1.010 -4.074  -0.335
N -1.218 -1.309 -5.312  -0.241
S 0.045 -1.084 -6.281  1.021
N 1.159 -0.609 -5.244  -0.224
C 0.580 -0.601 -4.039  -0.279
H 2.652 1.004 -3.185  0.123
H 1.825 0.918 -0.528  0.130
H 0.305 0.584 0.287  0.116
H 2.136 -3.115 -1.029  0.123
H 0.721 -5.163 -0.826  0.100
H -1.153 -5.221 0.725  0.107
H -1.663 -3.252 2.150  0.105
H -0.253 -1.217 1.966  0.123
H -1.438 -0.672 -0.781  0.114
H -3.238 0.487 -1.855  0.044
H -3.444 -0.665 -4.708  0.039
C 0.293 4.622 1.329  -0.034
C -0.546 5.359 0.309  -0.304
O -1.177 4.297 -0.393  0.135
C -1.275 3.246 0.463  -0.560
O -1.965 2.296 0.287  0.166
O -0.489 3.438 1.545  0.073
F 0.212 6.077 -0.553  0.082
H 1.264 4.348 0.913  0.146
H 0.430 5.171 2.256  0.125
H -1.310 6.003 0.741  0.151
C -3.642 6.724 2.945  -0.038
C -3.651 7.182 4.388  -0.310
O -2.307 6.960 4.783  0.145
C -1.527 7.048 3.678  -0.547
O -0.347 7.145 3.677  0.182
O -2.291 7.011 2.555  0.041
F -4.472 6.436 5.158  0.087
H -3.826 5.652 2.870  0.148
H -4.343 7.260 2.312  0.142
H -3.894 8.237 4.530  0.175
C 4.952 -6.763 -0.173  -0.052
C 4.996 -6.975 1.325  -0.319
O 3.688 -6.615 1.720  0.136
C 2.855 -6.840 0.664  -0.542
O 1.676 -6.866 0.726  0.178
O 3.579 -7.027 -0.468  0.070
F 5.890 -6.161 1.934  0.077
H 5.188 -5.728 -0.425  0.145
H 5.599 -7.434 -0.730  0.139
H 5.193 -8.004 1.633  0.172


Record 4
The following is a DFT calculation (ωB97M-V/def2-TZVPD) of C22H20FN3O in the gas phase.

Summary:
relative energy (zero: lowest compared OMol25 entry of this formula, charge and spin) = 4.1 kJ/mol
total charge = 0
max |F| = 2.673 eV Å⁻¹
HOMO level = -8.5 eV
structure (SMILES) = O=C(N1C[C@@H]2C[C@]2(c2c[nH]c3ncccc23)C1)C1(c2ccc(F)cc2)CC1

Each line ends with the Löwdin charge.
Element x y z (Å)
O 1.715 -2.260 -2.426  0.071
C 1.234 -1.872 -1.389  -0.376
N 1.552 -0.597 -0.975  -0.002
C 2.309 0.350 -1.818  -0.075
C 2.188 1.716 -1.113  -0.184
C 2.854 1.803 0.224  -0.022
C 1.366 1.527 0.111  -0.327
C 0.376 2.598 0.435  -0.136
C 0.502 3.440 1.511  0.016
N -0.674 4.251 1.494  0.095
C -1.432 3.933 0.384  -0.281
N -2.611 4.494 0.016  0.115
C -3.186 4.026 -1.103  -0.155
C -2.591 3.026 -1.866  -0.078
C -1.403 2.390 -1.452  0.013
C -0.818 2.898 -0.296  -0.137
C 0.897 0.079 0.134  -0.069
C -0.030 -2.636 -0.835  -0.273
C -0.179 -2.845 0.681  -0.177
C -1.352 -2.554 1.411  -0.032
C -1.371 -2.751 2.792  -0.011
C -0.284 -3.280 3.521  -0.265
F -0.337 -3.364 4.866  0.058
C 0.876 -3.580 2.804  -0.003
C 0.910 -3.323 1.429  -0.028
C -1.277 -2.393 -1.692  -0.072
C -0.636 -3.771 -1.652  -0.057
H 3.360 0.089 -1.875  0.120
H 1.886 0.403 -2.823  0.124
H 1.957 2.580 -1.707  0.143
H 3.519 0.928 0.541  0.143
H 3.216 2.787 0.553  0.109
H 1.324 3.436 2.217  0.125
H -0.892 5.017 2.131  0.153
H -4.143 4.459 -1.463  0.112
H -3.079 2.642 -2.770  0.099
H -0.929 1.609 -2.004  0.105
H -0.190 0.054 0.023  0.129
H 1.151 -0.306 1.106  0.126
H -2.248 -2.120 0.935  0.114
H -2.354 -2.601 3.243  0.115
H 1.710 -4.044 3.324  0.117
H 1.814 -3.535 0.873  0.120
H -1.152 -1.815 -2.613  0.112
H -2.278 -2.269 -1.221  0.103
H -1.154 -4.543 -1.092  0.111
H -0.117 -4.079 -2.572  0.112


Record 5
The following is a DFT calculation (ωB97M-V/def2-TZVPD) of a molecular structure, C22H20IN5O8ReS2.

Summary:
relative energy (zero: lowest compared OMol25 entry of this formula, charge and spin) = 0.0 kJ/mol
total charge = 0
max |F| = 1.693 eV Å⁻¹
HOMO level (alpha / beta) = -8.1 / -8.0 eV
2S+1 = 2
<S²> = 0.7633

Each line ends with the Löwdin spin population.
Element x y z (Å)
Re 1.109 -0.831 0.704  0.760
O 2.862 0.091 3.863  0.003
S 2.297 -0.959 3.095  0.012
O 2.463 -2.293 3.630  0.001
O 0.804 -0.754 2.790  0.007
O 2.836 -0.926 1.605  0.052
O 1.630 1.947 -1.190  0.000
C 1.335 2.124 -0.030  0.001
O 1.014 1.198 0.874  -0.004
C 1.249 3.528 0.525  0.000
C 0.824 3.764 1.828  0.000
C 0.676 5.064 2.285  0.000
C 0.965 6.105 1.427  0.000
C 1.419 5.894 0.139  0.000
C 1.558 4.592 -0.311  0.000
N 0.767 7.502 1.899  0.000
O 0.301 7.666 3.013  0.000
O 1.075 8.407 1.144  0.000
H 0.613 2.924 2.474  0.000
H 0.342 5.280 3.289  0.000
H 1.648 6.744 -0.488  0.000
H 1.900 4.379 -1.315  0.000
C 1.083 -0.888 -1.309  0.010
C 0.969 -0.973 -2.516  0.097
C 0.948 -0.996 -3.957  0.008
C 1.465 0.097 -4.661  0.018
C 1.485 0.083 -6.047  -0.002
C 0.986 -1.011 -6.744  0.019
C 0.456 -2.090 -6.050  -0.002
C 0.436 -2.086 -4.663  0.018
H 1.852 0.940 -4.095  0.001
H 1.898 0.928 -6.588  -0.001
H 1.018 -1.025 -7.827  0.001
H 0.066 -2.945 -6.592  -0.001
H 0.037 -2.933 -4.114  0.001
C -2.097 -3.751 0.108  0.000
N -1.496 -3.715 1.431  0.000
C -2.282 -3.983 2.645  0.000
C -1.237 -3.854 3.769  0.000
N 0.012 -3.687 3.020  -0.001
C -0.202 -3.560 1.725  -0.002
S 1.062 -3.262 0.557  -0.014
H -3.012 -3.153 0.112  0.000
H -2.348 -4.777 -0.181  0.000
H -1.394 -3.343 -0.613  0.000
H -2.719 -4.980 2.598  0.000
H -3.092 -3.258 2.741  0.000
H -1.198 -4.739 4.395  0.000
H -1.415 -2.988 4.406  0.000
H 0.882 -3.354 3.383  0.000
I -4.879 0.070 2.039  0.000
C -3.132 -0.144 0.976  0.000
C -2.944 -0.002 -0.385  0.000
N -1.664 -0.291 -0.629  0.007
N -1.014 -0.606 0.485  0.011
C -1.886 -0.516 1.488  0.001
H -3.632 0.293 -1.163  0.000
H -1.127 -0.265 -1.493  0.002
H -1.570 -0.682 2.507  0.000


Record 6
The following is a DFT calculation (ωB97M-V/def2-TZVPD) of 2 unconnected molecules or ions with the total composition C22H20N2O2.

Summary:
relative energy (zero: lowest compared OMol25 entry of this formula, charge and spin) = 555.4 kJ/mol
total charge = 0
max |F| = 3.257 eV Å⁻¹
HOMO level = -6.2 eV

Each line ends with the Löwdin charge.
Element x y z (Å)
C 3.080 -3.355 4.343  -0.049
O 3.433 -2.927 3.005  -0.059
C 2.552 -2.118 2.362  -0.227
C 2.896 -1.695 1.048  0.028
C 2.040 -0.886 0.346  0.025
C 0.835 -0.379 0.928  -0.178
C 0.092 0.563 0.181  0.090
C -0.874 1.479 0.658  -0.178
C -1.603 2.275 -0.285  0.021
C -2.580 3.147 0.120  0.023
C -2.919 3.240 1.499  -0.230
O -4.026 3.957 1.820  -0.060
C -4.505 3.862 3.183  -0.047
C -2.129 2.560 2.464  0.001
C -1.125 1.715 2.041  -0.003
C 0.477 -0.875 2.219  -0.003
C 1.317 -1.708 2.932  0.001
H 3.863 -4.062 4.618  0.096
H 3.076 -2.499 5.034  0.102
H 2.098 -3.849 4.363  0.096
H 3.842 -2.029 0.627  0.130
H 2.266 -0.593 -0.678  0.124
H 0.388 0.682 -0.855  0.079
H -1.359 2.169 -1.342  0.132
H -3.138 3.759 -0.588  0.130
H -5.394 4.491 3.202  0.097
H -4.764 2.824 3.439  0.104
H -3.755 4.240 3.892  0.093
H -2.321 2.691 3.533  0.111
H -0.501 1.248 2.797  0.104
H -0.480 -0.622 2.670  0.110
H 1.027 -2.048 3.932  0.109
C 1.322 -1.545 -6.268  -0.136
C 0.071 -1.910 -5.753  -0.056
C -0.278 -1.481 -4.469  -0.290
C 0.656 -0.661 -3.691  -0.282
C 1.896 -0.314 -4.229  -0.073
C 2.220 -0.762 -5.518  -0.140
N 0.052 -0.384 -2.489  0.000
C -1.169 -0.995 -2.534  -0.260
N -1.402 -1.663 -3.704  0.037
H 1.608 -1.874 -7.269  0.085
H -0.652 -2.516 -6.303  0.097
H 2.564 0.295 -3.619  0.086
H 3.186 -0.500 -5.950  0.082
H -1.884 -0.949 -1.714  0.081